{
  "formula": "C5H16N",
  "method": "ωB97M-V/def2-TZVPD",
  "multiplicity": 1,
  "e_homo_ev": -14.0,
  "charge": 1,
  "relative_energy_kcal_mol": 17.9,
  "symbols": ["C", "C", "C", "H", "H", "H", "H", "H", "H", "H", "H", "C", "C", "N", "H", "H", "H", "H", "H", "H", "H", "H"],
  "coordinates": [[0.781, -2.356, -0.898], [1.732, -1.421, -1.717], [0.723, -1.889, 0.547], [-0.235, -2.246, -1.267], [1.001, -3.427, -0.926], [2.554, -2.029, -2.144], [-0.250, -1.888, 1.068], [1.372, -2.481, 1.225], [1.263, -0.954, 0.756], [1.272, -0.928, -2.564], [2.278, -0.796, -1.026], [-1.198, 2.469, 0.452], [-0.754, 1.330, -0.413], [-1.476, 1.958, 1.830], [-0.444, 3.262, 0.527], [-2.040, 3.012, -0.001], [0.034, 0.734, 0.028], [-0.438, 1.745, -1.370], [-2.439, 1.619, 1.889], [-0.923, 1.111, 1.999], [-1.279, 2.612, 2.589], [-1.531, 0.562, -0.584]]
}